11
Properties=species:S:1:pos:R:3:forces:R:3 method="wB97M-V/def2-TZVPD" multiplicity=4 de_lowest_kj_mol=25.6 lumo_energy_ev="-1.4 / -1.6" homo_lumo_gap_ev="5.63 / 6.15" homo_energy_ev="-7.1 / -7.8" total_charge=0 energy_ev=-23384.638
O 1.24161 -1.86175 -1.79232 -0.44 -2.38 0.66
C 1.59875 -0.64256 -1.49971 0.69 2.66 -0.99
O 2.05237 0.16969 -2.32369 -0.58 -1.22 1.04
C -1.58684 0.35250 1.13691 0.72 1.84 -0.62
C -0.68733 1.25666 0.63715 -2.10 -0.56 1.01
O 1.39306 -0.33376 -0.22681 0.11 -1.44 1.15
Pr 0.92368 -2.64349 0.39826 0.36 2.57 -1.96
H -1.68680 0.22912 2.21878 0.24 -0.32 -0.33
H -2.41275 0.00151 0.50942 0.42 -0.13 0.18
H -0.03840 1.81469 1.31619 0.11 -0.46 -0.35
H -0.79735 1.65739 -0.37418 0.47 -0.56 0.20